Formula: C3H10NO2
Source: OMol25
Level of theory: ωB97M-V with the def2-TZVPD basis set

As for the total charge: +1. For the frontier orbital gap, the calculation gives 11.787 eV. The molar mass is 92.1 g mol⁻¹. Its highest occupied orbital energy is -15.1 eV. For the relative energy (zero: lowest compared OMol25 entry of this formula, charge and spin), the calculation gives 19.41 kcal per mole.

Last column: Löwdin charge in e.
CARTESIAN COORDINATES (ANGSTROEM)
O (-1.68134, -0.44875, 1.40523)  0.093
C (-1.29544, -1.40780, 0.79108)  -0.184
C (-0.03359, -1.31959, -0.02743)  -0.066
N (0.48877, 0.08562, 0.06768)  -0.017
C (1.96706, 0.19945, 0.16424)  0.013
H (-1.82978, -2.36711, 0.80918)  0.145
H (0.75370, -1.98128, 0.34763)  0.145
H (-0.20151, -1.56099, -1.07293)  0.146
H (0.17297, 0.68594, -0.71094)  0.114
H (-0.02064, 0.48221, 0.88169)  0.164
H (2.42375, -0.34791, -0.65116)  0.111
H (2.25982, -0.10844, 1.16371)  0.112
H (2.19756, 1.26119, 0.08884)  0.106
H (-0.77433, 2.26559, -2.06017)  0.081
H (0.60436, 2.64177, -2.50627)  0.079
O (0.15731, 2.16742, -1.79203)  -0.040